Computed, not measured: 2 unconnected molecules or ions with the total composition C2H8N2O in a non-equilibrium geometry, with the ωB97M-V functional and the def2-TZVPD basis.

Values from the calculation:
- Relative energy (zero: lowest compared OMol25 entry of this formula, charge and spin): 4.3888 eV
- Orbital gap: 6.232 eV
- HOMO energy: -7.7 eV
- LUMO: -1.459 eV
- DFT total energy: -7227.9390 eV
- Multiplicity: 1
- Charge: 0

Each atom is followed by the atoms it is bonded to, with distances in Å.
Atoms and positions in Å:
1 C 0.866 1.853 1.499  N2 1.347, H3 1.116, H4 1.060
2 N 0.593 0.538 1.395  C1 1.347, H5 1.164, H6 0.971
3 H 0.834 2.359 2.493  C1 1.116
4 H 1.356 2.296 0.670  C1 1.060
5 H 0.534 0.052 0.339  N2 1.164
6 H -0.032 0.151 2.030  N2 0.971
7 N -1.551 -1.264 -0.646  C8 1.489, H10 0.961, H11 1.048
8 C -0.534 -0.462 -1.380  N7 1.489, O9 1.388, H12 1.095, H13 1.147
9 O 0.781 -0.596 -0.955  C8 1.388
10 H -1.464 -2.220 -0.652  N7 0.961
11 H -1.409 -0.991 0.356  N7 1.048
12 H -0.597 -0.790 -2.423  C8 1.095
13 H -0.757 0.634 -1.124  C8 1.147